(1)
Below is C2H6FN3 in the gas phase, with properties calculated with wB97M-V/def2-TZVPD.

```
12
Properties=species:S:1:pos:R:3:forces:R:3
H -0.600047 -2.346607 -0.329307 0.197 -0.232 0.074
N 0.124355 -1.942109 0.274313 -0.687 -1.542 -0.068
C 0.160960 -0.703604 0.106989 0.625 1.338 0.257
C 1.125540 0.082679 0.970427 -0.684 0.043 1.164
F 2.018472 0.670578 0.109687 0.391 0.671 0.072
N -0.536916 0.015094 -0.853790 0.337 -2.092 -0.234
N -0.756415 1.358591 -0.622314 -1.807 -0.247 1.621
H 1.702703 -0.612717 1.648505 -0.871 0.707 -0.749
H 0.532500 0.861610 1.584493 1.214 -0.968 -0.959
H -1.278334 -0.561548 -1.287482 0.453 0.733 0.260
H -1.663416 1.382883 -0.089577 1.057 0.885 -0.911
H -0.829402 1.795150 -1.511943 -0.225 0.703 -0.528
```
Positions in Å, forces in eV/Å.

Computed properties:
relative energy (zero: lowest compared OMol25 entry of this formula, charge and spin)	12.7	kcal/mol
LUMO	0.768	eV
total charge	0
SMILES string	[H]/N=C(/CF)NN
gap between HOMO and LUMO	10.179	eV

(2)
Below is a molecular structure, C2H6FNO3P, with properties calculated with wB97M-V/def2-TZVPD.

```
14
Properties=species:S:1:pos:R:3:forces:R:3
C 0.235022 0.828351 -1.348687 -1.098 -1.184 0.218
C -2.565255 -0.190083 0.214224 -3.382 -0.337 -2.511
N 2.779161 -0.097061 0.590536 4.497 1.028 1.419
O -0.281124 0.327401 1.290236 -0.597 0.376 0.685
O -0.098653 -1.720143 -0.246096 0.003 0.528 -0.019
O -2.900290 -0.783984 -0.782752 0.641 1.129 1.302
F -2.659536 1.154079 0.295311 -0.111 -0.002 -0.175
P -0.199643 -0.240200 -0.072803 2.628 -0.412 -2.164
H 0.491334 0.324538 -2.332889 -0.701 0.846 1.258
H -0.381899 1.754813 -1.298241 0.928 -0.549 -0.300
H -2.500533 -0.619234 1.165649 0.668 -0.534 1.516
H 3.056361 -1.033250 0.620740 -0.178 -1.825 -0.489
H 1.848826 0.050000 0.420316 -2.090 0.640 0.093
H 3.176233 0.244775 1.484462 -1.207 0.295 -0.832
```
Positions in Å, forces in eV/Å.

Computed properties:
relative energy (zero: lowest compared OMol25 entry of this formula, charge and spin)	55.0	kcal/mol
LUMO	3.736	eV
total charge	-1
gap between HOMO and LUMO	7.419	eV

(3)
Below is C2H6FNOS in the gas phase, with properties calculated with wB97M-V/def2-TZVPD.

```
12
Properties=species:S:1:pos:R:3:forces:R:3
C -0.213097 1.466566 0.289689 0.209 -0.266 2.575
C -0.464532 -0.699588 -1.085606 0.909 0.261 -0.924
N -0.178178 0.016402 0.170128 1.710 -1.127 0.627
O 0.426639 -2.351638 1.075139 0.562 6.744 1.908
F 2.331242 -0.592216 1.131521 -2.159 0.226 0.275
S 0.602373 -0.737966 1.454097 0.421 -6.475 -3.879
H 0.691105 2.068954 0.180592 0.266 -0.608 -0.294
H -0.984159 1.931097 -0.223245 -1.451 0.367 -1.791
H -0.600826 1.616036 1.314626 0.604 0.290 -0.052
H -1.450025 -0.346246 -1.367997 -0.100 -0.196 -0.365
H 0.266602 -0.592981 -1.941629 -0.515 0.844 1.020
H -0.427145 -1.778421 -0.997314 -0.455 -0.060 0.900
```
Positions in Å, forces in eV/Å.

Computed properties:
relative energy (zero: lowest compared OMol25 entry of this formula, charge and spin)	35.0	kcal/mol
LUMO	0.333	eV
total charge	0
gap between HOMO and LUMO	10.555	eV

(4)
Below is a molecular structure, C2H6I2NP, with properties calculated with wB97M-V/def2-TZVPD.

```
12
Properties=species:S:1:pos:R:3:forces:R:3
C -2.066492 -0.707187 -0.450797 0.447 0.995 -1.300
C -0.856541 -0.193775 0.321434 -0.921 -0.503 -1.706
N 0.342537 0.038132 0.051576 0.543 0.947 -0.157
P 1.145146 0.277365 -1.401928 -0.291 0.425 -0.462
I 2.767121 -1.406976 -0.936754 0.636 -0.500 -0.033
I 2.451091 2.454723 -1.001588 -0.389 -0.575 -0.013
H -2.492283 -1.400312 0.285514 -0.352 -0.107 -0.743
H -2.819623 0.142160 -0.678377 1.208 -1.326 0.544
H -1.752650 -1.170357 -1.433127 -0.599 0.282 1.149
H -1.124372 -0.121219 1.315669 -0.347 0.386 2.524
H 2.050104 0.845912 2.297868 0.969 1.181 -1.934
H 2.355959 1.241530 1.630510 -0.906 -1.206 2.131
```
Positions in Å, forces in eV/Å.

Computed properties:
relative energy (zero: lowest compared OMol25 entry of this formula, charge and spin)	35.8	kcal/mol
LUMO	-0.603	eV
total charge	0
gap between HOMO and LUMO	7.929	eV

(5)
Below is 2 unconnected molecules or ions with the total composition C2H6INO, with properties calculated with wB97M-V/def2-TZVPD.

```
11
Properties=species:S:1:pos:R:3:forces:R:3
C -0.528045 -1.754343 -0.074909 -2.242 0.237 -0.310
C -0.056291 1.708249 0.115933 -2.091 2.102 -2.287
N -0.058207 -0.508355 0.403356 2.890 -1.783 2.616
O -0.444661 0.416035 -0.361120 -0.874 2.176 -1.962
I 3.344957 -0.036580 0.056153 -0.485 -0.105 0.048
H -1.630555 -1.636394 0.298659 1.391 -1.157 -0.808
H -0.535240 -1.757753 -1.198611 0.033 -0.392 0.954
H -0.009092 -2.606395 0.402036 -0.375 0.637 -0.338
H 0.508861 1.637169 1.045068 -0.384 0.184 -0.123
H -1.066960 2.316117 0.047965 1.932 -1.081 1.183
H 0.475234 2.222254 -0.734533 0.204 -0.818 1.027
```
Positions in Å, forces in eV/Å.

Computed properties:
relative energy (zero: lowest compared OMol25 entry of this formula, charge and spin)	63.8	kcal/mol
LUMO (spin up / spin down)	-2.676 / 0.389	eV
total charge	0
gap between HOMO and LUMO (spin up / spin down)	5.315 / 9.953	eV

(6)
Below is 2 unconnected molecules or ions with the total composition C2H6IO2, with properties calculated with wB97M-V/def2-TZVPD.

```
11
Properties=species:S:1:pos:R:3:forces:R:3
I 0.511225 -0.185970 3.489135 0.003 -0.104 -0.028
C -0.635012 -0.423709 -0.847416 -0.111 -0.241 0.033
C 0.533467 0.525500 -0.670768 -0.184 0.058 -0.003
O 0.313600 1.390310 0.420396 0.288 -0.042 -0.058
O -0.650770 -1.476435 0.105711 -0.015 0.204 -0.174
H -0.607992 -0.896380 -1.835051 0.098 -0.046 0.050
H -1.559250 0.166337 -0.792377 0.010 0.027 0.012
H 0.639662 1.145718 -1.568970 -0.001 -0.040 0.029
H 1.452591 -0.051528 -0.527794 0.053 -0.054 -0.104
H 0.563746 0.900455 1.230752 -0.187 0.293 0.186
H -0.561272 -1.094295 0.996382 0.047 -0.055 0.058
```
Positions in Å, forces in eV/Å.

Computed properties:
relative energy (zero: lowest compared OMol25 entry of this formula, charge and spin)	0.0	kcal/mol
LUMO	3.787	eV
total charge	-1
gap between HOMO and LUMO	7.754	eV

(7)
Below is 2 unconnected molecules or ions with the total composition C2H6IO2, with properties calculated with wB97M-V/def2-TZVPD.

```
11
Properties=species:S:1:pos:R:3:forces:R:3
I -7.180957 2.319707 22.193287 0.143 0.059 0.040
C -1.375738 3.582955 22.112398 -1.373 -0.442 -2.665
C -1.587839 4.814954 21.176897 1.439 0.197 0.902
O -2.867738 4.989645 20.667268 -0.539 -0.458 -0.210
O -2.096541 3.781725 23.257622 -0.195 1.025 2.724
H -0.330897 3.320406 22.278150 0.018 0.401 0.331
H -1.886072 2.711234 21.702812 0.638 -0.298 -1.062
H -0.887534 4.922233 20.348549 0.031 -0.553 -0.126
H -1.368046 5.661514 21.827380 0.259 0.296 0.261
H -3.459829 5.048976 21.420595 -0.400 0.012 -0.032
H -3.022248 3.549858 23.153209 -0.021 -0.239 -0.162
```
Positions in Å, forces in eV/Å.

Computed properties:
relative energy (zero: lowest compared OMol25 entry of this formula, charge and spin)	20.9	kcal/mol
LUMO	3.277	eV
total charge	-1
gap between HOMO and LUMO	6.697	eV

(8)
Below is a molecular structure, C2H6InO2, with properties calculated with wB97M-V/def2-TZVPD.

```
11
Properties=species:S:1:pos:R:3:forces:R:3
In -9.602230 12.139890 -3.356420 0.521 2.130 0.276
C -10.182430 8.320580 -3.512920 1.582 1.882 -1.335
C -10.871410 8.978490 -4.782310 -1.702 -0.541 -0.178
O -11.524360 10.131540 -4.196540 2.713 -1.263 -1.530
O -9.000170 9.032090 -3.261480 -2.620 -0.222 -0.829
H -10.043820 7.248680 -3.654100 0.220 -1.346 -0.070
H -10.910950 8.426940 -2.709160 -0.301 -0.413 1.669
H -11.598710 8.268240 -5.175610 -0.666 -0.271 0.274
H -10.197330 9.081950 -5.632620 0.976 1.107 -0.124
H -12.435410 9.851630 -4.081450 -2.583 0.185 0.360
H -8.422230 8.555600 -2.661020 1.860 -1.247 1.487
```
Positions in Å, forces in eV/Å.

Computed properties:
expectation value of S²	1.75
relative energy (zero: lowest compared OMol25 entry of this formula, charge and spin)	10.1	kcal/mol
LUMO (spin up / spin down)	-26.064 / -24.925	eV
total charge	+4
spin multiplicity	2
gap between HOMO and LUMO (spin up / spin down)	7.357 / 8.000	eV

(9)
Below is a molecular structure, C2H6LuO2, with properties calculated with wB97M-V/def2-TZVPD.

```
11
Properties=species:S:1:pos:R:3:forces:R:3
C -0.538784 1.352387 -0.521691 -0.494 0.938 -0.378
C 0.781876 0.774820 -0.959777 -0.505 0.668 -0.093
O 1.162919 -0.381658 -0.395715 -0.690 -0.358 0.589
H -0.948769 2.315140 -0.942194 1.313 -0.744 -0.301
H -1.328541 0.672209 -0.876154 -0.061 -0.195 1.031
H -0.430564 1.664536 0.528203 -0.630 -0.822 0.136
H 1.651262 1.479296 -0.842809 0.273 0.033 -0.342
H 0.872923 0.626995 -2.070580 0.375 0.129 -0.201
O -0.592424 -2.888515 2.528216 2.135 1.840 -3.089
H -1.162577 -3.652508 2.454363 -0.562 -0.438 0.551
Lu 0.532678 -1.962702 1.098139 -1.155 -1.051 2.096
```
Positions in Å, forces in eV/Å.

Computed properties:
expectation value of S²	0.75
relative energy (zero: lowest compared OMol25 entry of this formula, charge and spin)	23.1	kcal/mol
LUMO (spin up / spin down)	-11.504 / -12.852	eV
total charge	+2
spin multiplicity	2
gap between HOMO and LUMO (spin up / spin down)	8.938 / 7.506	eV

(10)
Below is a molecular structure, C2H6MnO12P, with properties calculated with wB97M-V/def2-TZVPD.

```
22
Properties=species:S:1:pos:R:3:forces:R:3
O 1.444392 2.916825 -0.337533 0.313 4.157 -0.830
H 0.558192 2.580285 -0.489103 -3.485 -0.964 0.063
H 1.428392 3.462325 0.452267 -0.434 0.094 0.265
H 2.008862 2.165365 -0.141863 2.772 -3.909 0.715
O 0.609152 -3.089175 0.614777 -1.880 -4.264 1.373
H 1.355232 -2.522165 0.406277 4.225 3.285 -1.345
H 0.586942 -3.331125 1.543517 -0.203 0.412 0.151
H -0.217938 -2.723675 0.292387 -1.996 0.983 -0.623
Mn -0.773288 0.008575 0.091917 -2.080 1.646 1.027
C -1.946088 2.245925 0.615977 -0.590 3.101 0.982
O -2.437048 3.364975 0.696637 -1.561 3.255 -0.152
O -0.968058 2.022095 -0.121173 4.870 0.121 -4.641
O -2.262428 1.317465 1.323957 -2.312 -5.410 3.285
C -2.120728 -1.821565 -1.300993 3.260 -1.415 -0.911
O -1.600078 -1.956175 -0.182603 0.239 -2.114 4.382
O -1.977248 -2.708605 -2.131263 -1.531 -1.504 -1.890
O -2.310558 -0.641785 -1.530613 -2.839 3.450 -2.175
P 1.847022 -0.260475 0.008477 -2.403 0.575 0.250
O 0.746352 -0.084975 -1.124643 3.044 -0.129 -1.755
O 2.795472 0.964905 0.151757 -0.008 -1.036 -0.640
O 2.439722 -1.688825 -0.010423 0.661 0.343 -0.058
O 0.793722 -0.220195 1.172257 1.939 -0.676 2.529
```
Positions in Å, forces in eV/Å.

Computed properties:
expectation value of S²	12.01
LUMO (spin up / spin down)	5.039 / 3.464	eV
total charge	-2
spin multiplicity	7
gap between HOMO and LUMO (spin up / spin down)	4.591 / 4.015	eV

For each record above, in turn, the calculated total energy values are -9357.5333; -21810.9290; -19259.3354; -29150.4862; -13805.2531; -14369.4992; -14368.5943; -11372.5209; -39865.7438; -67353.5482 eV.
For each record above, in turn, the calculated max |F| values are 2.44; 4.83; 7.56; 2.61; 4.29; 0.39; 3.03; 3.36; 4.18; 6.74 eV/Å.